54
Properties=species:S:1:pos:R:3:forces:R:3:lowdin_charge:R:1 method="wB97M-V/def2-TZVPD" total_charge=-1 e_homo_ev=-3.622 spin_multiplicity=1
Ti 0.14572 -0.16467 -0.72547 3.89 -2.00 -0.43 0.720
S -0.13106 0.18581 1.79850 -0.12 0.24 0.17 0.691
C 0.34551 -1.27981 2.59845 0.01 -0.10 0.10 -0.691
C 1.16873 -1.21557 3.73064 -0.08 0.02 -0.10 -0.119
C 1.52849 -2.35717 4.41996 0.02 0.01 0.04 -0.099
C 1.06541 -3.60260 4.01004 0.01 -0.05 0.05 -0.108
C 0.26333 -3.68834 2.88528 0.01 -0.02 0.02 -0.116
C -0.07609 -2.54397 2.17213 -0.11 -0.08 -0.03 -0.557
S -1.02127 -2.69656 0.67346 0.53 0.26 -0.09 0.962
C 0.33180 -3.31802 -0.41091 -0.21 -0.06 0.23 -0.384
C -0.00982 -2.94415 -1.81379 0.01 -0.72 -0.26 -0.382
C -0.16441 -3.92931 -2.74249 0.13 0.15 0.47 -0.064
C -0.55934 -3.57970 -4.06507 -0.16 0.35 -0.36 -0.097
C -0.79833 -2.28681 -4.35813 0.27 -0.63 -0.08 -0.057
C -0.63697 -1.24921 -3.36454 -0.41 0.77 0.02 -0.389
C -0.95648 0.02896 -3.69205 -0.36 -0.65 -0.08 -0.043
S 1.81488 0.60644 -2.71154 -0.90 0.09 0.88 0.675
C 2.60522 1.59854 -1.51439 0.28 0.08 0.01 -0.728
C 3.00582 2.90974 -1.79270 0.00 -0.09 0.01 -0.132
C 3.59708 3.69823 -0.82132 0.00 -0.02 0.00 -0.120
C 3.80723 3.18356 0.45477 0.09 0.12 0.03 -0.122
C 3.43443 1.88311 0.74512 -0.12 -0.08 -0.01 -0.127
C 2.83900 1.07613 -0.22772 0.19 0.38 -0.06 -0.708
S 2.43014 -0.58715 0.12071 -0.27 -0.73 -0.01 0.600
N -0.19202 -1.61725 -2.07325 -0.22 0.07 -0.36 -0.079
H 1.52708 -0.24078 4.03421 0.04 -0.02 0.04 0.096
H 2.18620 -2.27887 5.27777 -0.04 0.00 0.02 0.096
H 1.32734 -4.49584 4.56346 0.02 0.00 -0.03 0.092
H -0.10676 -4.64868 2.54596 0.01 0.00 0.00 0.100
H 0.40369 -4.39808 -0.30890 0.07 0.00 -0.06 0.079
H 1.25621 -2.85438 -0.06828 0.02 -0.03 -0.04 0.029
H -0.00066 -4.96151 -2.46693 0.00 0.03 0.07 0.095
H -0.69971 -4.35567 -4.80788 0.00 0.03 -0.04 0.094
H -1.14440 -1.98622 -5.33831 0.04 0.04 0.00 0.103
H -1.03288 0.83065 -2.98684 0.21 0.21 0.01 0.014
H -1.22924 0.25113 -4.71458 -0.03 -0.02 0.01 0.054
H 2.82811 3.29380 -2.78989 -0.01 0.04 0.02 0.091
H 3.88596 4.71721 -1.05294 0.00 -0.01 0.00 0.088
H 4.26376 3.80169 1.21974 0.00 -0.03 0.00 0.087
H 3.59624 1.46554 1.73143 -0.03 0.03 0.01 0.094
Br -4.57568 1.31215 -1.28211 0.01 0.00 0.07 0.815
C -3.77568 2.25543 0.15253 0.44 -0.10 -0.19 -0.583
C -4.60817 3.01508 0.95449 -0.10 0.06 0.02 -0.137
C -4.07616 3.77661 1.98292 0.14 -0.06 -0.07 -0.076
C -2.70229 3.81344 2.17668 -0.17 0.20 0.18 -0.067
C -1.86914 3.08293 1.35719 0.20 -0.27 -0.22 -0.021
C -2.38676 2.26129 0.35290 -0.61 0.58 0.21 -0.160
C -1.44231 1.40320 -0.37122 -0.16 -0.18 -0.43 -0.648
O -1.75670 0.23606 -0.76115 -1.67 0.67 0.13 -0.156
O -0.21643 1.72285 -0.54989 -0.89 1.59 0.10 -0.125
H -5.67123 3.01625 0.75760 0.00 -0.04 0.03 0.093
H -4.73537 4.34954 2.62171 -0.01 0.01 0.00 0.103
H -2.28585 4.41376 2.97459 0.03 0.00 -0.02 0.106
H -0.79615 3.09120 1.50008 -0.01 -0.01 0.01 0.117

=====

13
Properties=species:S:1:pos:R:3:forces:R:3:lowdin_charge:R:1 method="wB97M-V/def2-TZVPD" smiles="NC(=O)O.C=C=N" relative_energy_kcal_mol=123.4 e_homo_ev="-8.130 / -8.134" spin_multiplicity=1
N 1.14711 -0.93925 1.01932 -1.69 2.02 -1.88 0.157
C -0.79674 -0.26954 -0.57796 -7.22 -2.97 -0.33 -0.664
C 1.09334 0.11699 0.31453 4.74 -3.42 4.08 -0.282
N -1.41643 -0.77026 0.63514 0.45 1.35 -1.06 0.108
C 1.74328 1.24177 0.10524 -1.04 1.00 -1.65 -0.003
O -1.38475 0.95086 -0.85464 1.58 0.02 0.44 0.078
O -0.53995 -1.06961 -1.47036 1.88 1.30 0.63 0.073
H -1.20745 1.14819 -1.78457 0.12 -0.06 0.01 0.124
H 1.05369 -1.91893 0.76503 0.78 0.49 -0.02 0.096
H -1.54230 -1.77180 0.70588 0.17 0.46 -0.22 0.101
H -2.10260 -0.16892 1.07210 0.25 -0.24 -0.19 0.097
H 1.55506 1.80724 -0.79348 -0.25 0.42 0.24 0.049
H 2.39774 1.64327 0.86376 0.23 -0.37 -0.06 0.066

=====

10
Properties=species:S:1:pos:R:3:forces:R:3:lowdin_charge:R:1 method="wB97M-V/def2-TZVPD" relative_energy_kcal_mol=13.3 total_charge=+1 e_homo_ev=-13.865 spin_multiplicity=1
C 0.72093 -1.14353 0.62373 1.87 -1.66 0.69 -0.241
N 1.20430 0.02254 0.87281 1.22 -0.73 -1.65 0.226
O -0.33303 -1.63839 1.15804 -0.71 0.32 1.42 0.152
S -1.08915 0.73578 -1.24893 0.18 0.95 1.86 0.599
H 1.42639 -1.88281 0.11024 -1.54 1.05 0.12 0.213
H -1.21987 0.61625 -2.50860 -0.21 -0.14 -2.12 -0.225
H 1.97211 0.28297 0.25490 0.02 0.24 0.48 0.164
H 0.66137 0.75470 1.22907 -0.89 1.30 0.83 0.119
H -0.66927 -1.15873 1.98563 0.33 -0.57 -1.60 0.213
H -1.18882 -0.55775 -1.05002 -0.27 -0.76 -0.02 -0.220

=====

9
Properties=species:S:1:pos:R:3:forces:R:3:lowdin_charge:R:1 method="wB97M-V/def2-TZVPD" relative_energy_kcal_mol=72.0 e_homo_ev="-8.680 / -8.680" spin_multiplicity=1
C -1.21330 -0.86467 -0.32156 3.27 3.78 -1.19 -0.029
C -0.54958 -0.02337 0.50404 -1.23 -0.90 1.46 -0.361
Si 0.91040 0.97984 0.01445 0.17 -1.60 1.08 -0.137
Cl 0.95372 1.75311 -1.82391 0.21 -0.14 0.01 0.386
Cl 1.55818 2.28608 1.45160 -0.14 -0.72 -0.77 0.330
Br 2.34794 -2.14889 0.17330 -0.50 1.79 -0.16 -0.367
H -2.15158 -1.20319 -0.22539 -3.05 -1.83 1.42 0.027
H -0.96816 -0.81069 -1.37406 0.58 -0.48 -0.18 0.058
H -0.88763 0.03178 1.60154 0.69 0.10 -1.67 0.094

=====

37
Properties=species:S:1:pos:R:3:forces:R:3:lowdin_charge:R:1 method="wB97M-V/def2-TZVPD" smiles="C=CCNc1nc(Nc2ccc(F)cc2)c2cnn(C)c2n1" relative_energy_kcal_mol=14.9 e_homo_ev=-8.143 spin_multiplicity=1
F 4.71101 -3.12349 -3.86759 0.02 0.27 0.09 0.067
N 2.46882 -0.70129 1.75182 -0.48 -0.26 0.35 0.101
N -1.15931 0.48466 -0.60529 -1.88 0.29 0.33 0.180
N -0.98211 0.36544 1.76545 0.18 -0.52 1.57 0.196
C 2.17288 -0.61035 0.48222 -0.69 0.31 0.73 -0.064
C -4.98518 3.40576 1.11926 -0.24 -2.70 0.90 0.022
C -4.89216 2.08909 1.52043 -0.88 3.55 -0.15 -0.158
C -1.64663 0.59105 0.65393 -0.16 1.29 -0.50 -0.395
C 0.05635 0.07142 -0.72824 -0.64 0.08 -4.56 -0.307
C 0.27475 -0.05653 1.56050 1.04 -0.16 0.96 -0.214
C 3.76997 -0.96326 -3.45291 0.53 -0.03 -0.63 -0.007
C 2.61607 -2.96641 -2.80152 -0.40 -0.43 -0.11 -0.004
C 2.69408 -0.18249 -3.03437 -0.36 -1.38 0.26 -0.008
C 1.50631 -2.21351 -2.40213 1.19 0.56 -0.40 -0.008
C 3.70781 -2.36030 -3.40515 -0.85 0.72 0.77 -0.279
C 0.82662 -0.18414 0.32152 2.96 -1.30 1.01 -0.132
C 1.53504 -0.82080 -2.53237 1.30 -0.25 -0.07 -0.284
N 0.48453 -0.03855 -2.05303 -0.82 0.69 1.05 0.109
N 1.31479 -0.39530 2.42389 -2.26 0.55 0.03 -0.125
N -2.89855 1.13723 0.70688 0.39 -0.46 -0.73 0.045
C 1.16132 -0.41431 3.86936 1.08 -0.95 0.10 -0.023
C -3.59690 1.48953 1.93987 0.44 -0.15 -0.78 -0.224
H 2.82950 -0.86913 -0.30482 0.87 -0.10 -0.24 0.095
H -4.11030 4.02607 1.07626 0.34 0.19 -0.07 0.051
H -5.93942 3.87851 0.89628 0.17 -0.25 -0.08 0.049
H -5.81774 1.54554 1.64857 0.05 -0.30 -0.17 0.088
H 4.67663 -0.49411 -3.84807 -0.34 -0.16 0.12 0.121
H 2.59297 -4.04500 -2.64753 0.13 0.22 -0.21 0.121
H 2.75264 0.89502 -3.03774 -0.03 0.05 -0.07 0.115
H 0.67029 -2.71048 -1.95041 -0.33 -0.04 0.12 0.119
H -0.21256 0.30174 -2.68448 -0.22 0.01 -0.35 0.136
H -3.25865 1.39935 -0.22635 0.15 -0.19 1.28 0.145
H 1.61116 0.47486 4.28063 0.05 0.33 0.36 0.076
H 1.69033 -1.29816 4.28608 -0.24 0.55 -0.33 0.092
H 0.11784 -0.49372 4.17356 0.01 0.18 -0.44 0.082
H -2.99890 2.17364 2.54968 0.00 0.14 -0.20 0.116
H -3.74332 0.61245 2.55585 -0.09 -0.36 0.07 0.107

=====

95
Properties=species:S:1:pos:R:3:forces:R:3:lowdin_charge:R:1 method="wB97M-V/def2-TZVPD" total_charge=+3 e_homo_ev="-16.287 / -16.282" spin_multiplicity=2
Ti -0.01634 0.13617 -0.19105 -0.21 -0.23 -0.88 0.866
C -3.80407 -2.32292 0.91943 -0.19 -0.11 -0.08 -0.007
N -2.62569 -1.58151 1.37201 0.28 0.07 -0.15 -0.104
C -2.84433 -0.15494 1.52955 0.01 0.07 0.06 -0.016
C -1.39187 -2.11186 1.34488 -0.43 -0.23 0.12 -0.340
N -0.31350 -1.28342 1.18659 -0.02 -0.07 0.04 -0.020
C 0.96045 -1.65830 1.74743 0.39 -0.11 0.19 -0.244
C 1.13597 -2.41861 2.90085 -0.18 0.01 -0.12 -0.019
C 2.40616 -2.81353 3.29530 0.05 -0.09 0.05 -0.037
C 3.51267 -2.48471 2.52922 0.03 0.00 0.01 -0.037
C 3.36491 -1.62864 1.44949 -0.13 0.06 -0.10 -0.023
C 2.10589 -1.14837 1.10991 0.15 -0.36 0.26 -0.231
N 1.87246 -0.15756 0.11573 0.45 -0.11 0.48 -0.006
C 2.69729 0.88439 -0.13169 0.17 0.09 -0.13 -0.344
N 2.44484 1.47619 -1.35863 0.17 -0.11 0.03 -0.144
C 2.77114 0.67952 -2.55646 0.00 -0.05 -0.08 -0.013
C 2.66193 2.91584 -1.53777 -0.09 0.05 -0.02 -0.034
N 3.60502 1.38249 0.70002 -0.28 -0.02 -0.23 -0.083
C 4.80058 2.07671 0.21343 0.22 0.10 -0.12 0.003
C 3.53944 1.29203 2.15588 0.00 -0.06 0.20 0.006
N -1.29120 -3.44390 1.44961 0.31 0.03 -0.10 -0.128
C -2.16032 -4.24232 2.31461 -0.02 -0.13 0.11 -0.011
C -0.27588 -4.22446 0.74474 0.15 0.03 0.13 -0.014
H -4.27445 -1.77349 0.10299 0.00 0.05 0.03 0.091
H -4.53460 -2.42940 1.72146 0.04 0.01 0.02 0.116
H -3.53480 -3.30867 0.55618 0.03 0.10 -0.05 0.088
H -3.88036 0.00225 1.82091 -0.01 0.03 0.00 0.117
H -2.68455 0.38729 0.58484 -0.08 -0.02 0.05 0.070
H -2.20980 0.25510 2.31121 0.01 0.00 -0.04 0.086
H 0.28540 -2.71787 3.50005 -0.08 -0.05 -0.08 0.127
H 2.52479 -3.40355 4.19422 -0.01 -0.03 -0.03 0.126
H 4.49072 -2.86869 2.78507 0.00 0.04 0.03 0.127
H 4.22711 -1.32361 0.86883 0.01 0.03 0.03 0.132
H 3.84651 0.69723 -2.75401 -0.01 0.02 0.02 0.109
H 2.26616 1.10967 -3.41780 -0.02 0.00 0.04 0.077
H 2.45556 -0.35322 -2.42309 -0.01 0.01 -0.01 0.085
H 3.64363 3.15629 -1.94652 0.02 -0.03 0.03 0.102
H 2.52262 3.43173 -0.59022 0.01 0.02 -0.01 0.104
H 1.91734 3.28213 -2.24443 0.01 -0.01 0.02 0.088
H 4.98243 1.86195 -0.83471 -0.04 -0.03 0.01 0.095
H 5.65552 1.70590 0.77800 -0.04 -0.03 0.03 0.117
H 4.73199 3.15395 0.36374 -0.03 -0.02 0.02 0.110
H 2.52624 1.10005 2.48303 -0.12 -0.05 0.01 0.074
H 3.86054 2.25066 2.56332 -0.02 0.02 -0.06 0.116
H 4.19608 0.51598 2.54623 0.04 0.00 -0.06 0.103
H -2.80396 -3.60633 2.91524 0.03 -0.01 -0.01 0.102
H -1.52915 -4.83011 2.98413 0.02 0.04 -0.01 0.112
H -2.76632 -4.93898 1.73431 -0.02 0.02 0.02 0.107
H 0.22197 -3.61925 -0.00905 0.03 0.02 0.05 0.085
H -0.78155 -5.05699 0.25362 0.03 0.02 -0.03 0.111
H 0.47243 -4.63324 1.42222 0.01 0.04 0.10 0.105
N 0.05774 1.48775 2.80560 -0.07 0.18 -0.20 0.176
C -0.40037 2.34867 1.85959 0.01 -0.17 -0.03 -0.334
C -0.82612 3.63247 2.23048 -0.05 0.21 -0.06 0.028
C -1.31512 4.48959 1.27888 0.07 -0.14 0.14 0.014
C -1.35731 4.07762 -0.06115 0.05 -0.04 -0.24 -0.018
C -0.90842 2.82974 -0.36966 -0.07 0.11 -0.08 -0.136
N -0.43526 1.94420 0.55865 -0.35 1.14 1.11 -0.040
H -0.02937 1.76701 3.77021 0.04 -0.05 0.02 0.136
H 0.06953 0.49730 2.62438 0.06 -0.12 0.06 0.068
H -0.78173 3.91877 3.27286 -0.01 0.00 0.00 0.136
H -1.67650 5.47106 1.55632 0.03 0.00 0.04 0.139
H -1.73085 4.73029 -0.83659 0.01 -0.02 -0.02 0.131
H -0.91935 2.48065 -1.39783 0.01 -0.04 0.00 0.078
C 0.40571 -3.00482 -3.64776 -0.07 0.01 -0.05 -0.129
C -1.04703 -2.60709 -3.42286 0.09 0.34 0.35 -0.537
C -1.78015 -3.54709 -2.47476 -0.02 0.10 -0.07 -0.128
Sb -1.15471 -0.55240 -2.67618 -0.62 -0.40 -1.21 1.509
C -0.35148 0.52661 -4.42185 -0.17 -0.02 0.43 -0.527
C -1.14372 0.27190 -5.69530 0.05 -0.05 -0.04 -0.110
C -0.21817 2.01751 -4.12513 0.05 -0.11 -0.08 -0.146
C -3.33735 -0.21505 -2.66581 0.40 0.07 0.05 -0.528
C -3.99564 -0.73815 -3.93407 0.01 -0.06 0.04 -0.109
C -3.66136 1.25373 -2.41227 -0.05 -0.11 -0.02 -0.129
H 0.44706 -4.01976 -4.04846 0.03 0.00 0.01 0.098
H 0.97593 -2.99545 -2.71444 0.03 0.00 0.00 0.068
H 0.89946 -2.35400 -4.37118 0.05 -0.01 0.03 0.072
H -1.57071 -2.56326 -4.37878 -0.01 0.06 0.01 0.083
H -1.29300 -3.57410 -1.49617 -0.11 0.00 -0.10 0.035
H -1.76575 -4.55998 -2.88251 0.00 -0.02 0.03 0.103
H -2.82647 -3.26188 -2.34514 0.00 -0.02 0.04 0.070
H 0.63954 0.07951 -4.52704 -0.01 -0.04 0.06 0.064
H -2.06883 0.84577 -5.71435 -0.03 -0.02 0.02 0.076
H -1.37848 -0.78135 -5.84739 -0.01 0.01 -0.04 0.074
H -0.54794 0.59792 -6.55094 -0.01 0.00 0.00 0.102
H -1.19627 2.50040 -4.10002 0.01 0.03 0.06 0.078
H 0.35730 2.50151 -4.91798 -0.02 0.04 0.01 0.104
H 0.29452 2.20450 -3.17776 0.00 0.05 -0.04 0.016
H -3.67815 -0.81636 -1.81940 0.07 -0.01 0.05 0.053
H -3.73719 -0.13248 -4.79880 0.00 -0.02 -0.04 0.068
H -5.08071 -0.68985 -3.81767 0.00 -0.01 0.01 0.101
H -3.73574 -1.77603 -4.14239 -0.04 0.00 -0.04 0.071
H -3.33512 1.87914 -3.24479 0.02 0.03 0.02 0.077
H -3.21488 1.63407 -1.49034 -0.01 0.03 0.01 0.040
H -4.74362 1.37447 -2.32730 0.01 0.04 0.00 0.099

=====

no.,E (Eh),strongest force on any atom (eV/Å)
1,-6223.8093,4.40
2,-377.7627,7.82
3,-569.5896,2.60
4,-3861.9091,5.14
5,-1008.9827,4.60
6,-2703.0501,1.63